{"formula": "C32H79Li4N5O12", "method": "ωB97M-V/def2-TZVPD", "molar_mass_g_mol": 753.77, "homo_ev": -12.007, "lumo_ev": -7.3, "multiplicity": 1, "total_charge": 2, "gap_ev": 4.69, "elements": ["Li", "Li", "Li", "Li", "O", "C", "C", "O", "H", "H", "H", "H", "C", "O", "C", "C", "N", "C", "C", "O", "C", "H", "H", "H", "H", "H", "H", "H", "H", "H", "H", "H", "H", "H", "H", "H", "C", "O", "C", "C", "N", "C", "C", "O", "C", "H", "H", "H", "H", "H", "H", "H", "H", "H", "H", "H", "H", "H", "H", "H", "C", "O", "C", "C", "N", "C", "C", "O", "C", "H", "H", "H", "H", "H", "H", "H", "H", "H", "H", "H", "H", "H", "H", "H", "C", "O", "C", "C", "N", "C", "C", "O", "C", "H", "H", "H", "H", "H", "H", "H", "H", "H", "H", "H", "H", "H", "H", "H", "C", "O", "C", "C", "N", "C", "C", "O", "C", "H", "H", "H", "H", "H", "H", "H", "H", "H", "H", "H", "H", "H", "H", "H"], "coordinates": [[-1.30173, -0.80643, -1.67384], [-3.49973, -1.79523, -0.82111], [-0.89006, -3.73667, -1.01255], [1.37714, -1.29123, -2.48603], [0.50521, -0.21827, -1.08704], [0.30918, -0.48353, 0.27761], [-0.60016, -1.68821, 0.73542], [-1.70928, -2.14180, -0.03598], [0.01605, 0.40253, 0.85601], [1.29651, -0.78163, 0.65853], [-0.95006, -1.46938, 1.74534], [0.15203, -2.50043, 0.78650], [-8.24030, -6.03337, -2.03650], [-6.93257, -5.48299, -2.01453], [-6.75611, -4.59756, -0.94052], [-5.39725, -3.93392, -1.10170], [-5.11771, -2.92000, -0.05210], [-6.03138, -1.73449, -0.12249], [-5.47411, -0.49803, 0.56832], [-4.15355, -0.20346, 0.12243], [-3.60561, 0.89376, 0.86162], [-8.46685, -6.50054, -1.07210], [-8.24928, -6.84708, -2.75928], [-8.99835, -5.29910, -2.31334], [-6.89810, -5.11040, 0.01871], [-7.51115, -3.79824, -1.00748], [-5.36591, -3.51960, -2.11026], [-4.62253, -4.69088, -0.95464], [-5.34861, -3.31290, 0.85470], [-7.01729, -1.97899, 0.27930], [-6.24751, -1.51918, -1.17637], [-5.55752, -0.57405, 1.65498], [-6.14659, 0.31235, 0.26221], [-3.67107, 0.69969, 1.93616], [-4.17427, 1.79987, 0.65653], [-2.55112, 0.96451, 0.60401], [5.57284, -3.09891, 3.32952], [4.23416, -2.93092, 3.74447], [3.27974, -3.35307, 2.81724], [1.89098, -3.09452, 3.35287], [1.75562, -3.49188, 4.77880], [0.50998, -3.02265, 5.38334], [-0.71687, -2.90776, 4.50279], [-1.83680, -2.88278, 5.35585], [-3.01677, -2.49406, 4.68078], [5.70934, -3.19123, 2.24343], [6.00791, -4.02064, 3.72577], [6.11364, -2.21353, 3.65801], [3.39509, -4.42874, 2.59557], [3.38940, -2.93032, 1.80546], [1.17875, -3.68828, 2.77447], [1.64947, -2.02241, 3.26631], [2.56205, -3.00147, 5.15507], [0.62884, -2.06310, 5.90694], [0.28506, -3.72010, 6.19492], [-0.82264, -3.71973, 3.76495], [-0.74413, -1.97954, 3.90856], [-3.02504, -2.88675, 3.65471], [-3.05015, -1.40073, 4.70100], [-3.89209, -2.92349, 5.16331], [3.67856, 4.64050, -1.06560], [3.04252, 4.10889, 0.06093], [3.43989, 2.76859, 0.33983], [2.47730, 2.18247, 1.32517], [2.64193, 2.79597, 2.62112], [1.80381, 2.38447, 3.71218], [0.33420, 2.82426, 3.53440], [0.34127, 4.13819, 3.03676], [-0.62600, 4.38714, 2.04008], [3.36684, 4.13819, -1.99494], [4.77277, 4.60823, -1.01390], [3.38475, 5.68456, -1.16689], [4.47974, 2.75310, 0.68586], [3.43240, 2.22345, -0.61590], [2.74269, 1.11442, 1.37141], [1.44646, 2.20541, 0.93807], [2.59413, 3.80008, 2.50171], [2.23726, 2.77233, 4.63580], [1.83805, 1.29716, 3.84559], [-0.28107, 2.75034, 4.43743], [-0.11761, 2.13193, 2.80136], [-1.60019, 3.99594, 2.36598], [-0.39340, 3.78665, 1.14902], [-0.61307, 5.45566, 1.85754], [5.96925, -5.03741, -0.92310], [4.90418, -4.10317, -0.84135], [5.31426, -2.76131, -1.01799], [4.05199, -1.91143, -1.10766], [3.07801, -2.46977, -2.06078], [3.47158, -2.47688, -3.47405], [3.73216, -1.05405, -4.00153], [2.62801, -0.26832, -3.57543], [3.00574, 1.08836, -3.32649], [5.51748, -6.02664, -0.95217], [6.58712, -5.00386, -0.02025], [6.58584, -4.85996, -1.80702], [5.89806, -2.71046, -1.94370], [5.88994, -2.41233, -0.15436], [4.34165, -0.91498, -1.44069], [3.55569, -1.86536, -0.14092], [2.83358, -3.39751, -1.73746], [2.61271, -2.83229, -4.05612], [4.30439, -3.16313, -3.64987], [3.71514, -1.20068, -5.08686], [4.72417, -0.67417, -3.76152], [3.72290, 1.15172, -2.51057], [2.12415, 1.66346, -3.03953], [3.35901, 1.56620, -4.24218], [-2.78126, 4.23058, -0.60159], [-2.35273, 3.68803, -1.85914], [-1.07671, 3.11713, -1.89204], [0.09890, 4.12082, -1.81736], [-0.09583, 5.36761, -2.52056], [-0.23806, 5.26148, -3.95093], [-0.24589, 6.64000, -4.59593], [-1.23658, 7.49068, -4.06082], [-2.56537, 7.05068, -4.25285], [-2.14993, 5.08331, -0.35731], [-2.62200, 3.42662, 0.12849], [-3.84687, 4.38834, -0.71688], [-0.92646, 2.59442, -2.84183], [-0.99594, 2.37716, -1.07546], [0.98245, 3.63609, -2.24644], [0.34973, 4.35663, -0.78127], [-0.85329, 5.89702, -2.11035], [-1.15888, 4.75386, -4.29417], [0.54780, 4.63537, -4.38644], [-0.28510, 6.52257, -5.68709], [0.70682, 7.13633, -4.39977], [-3.15367, 7.71193, -3.61499], [-2.78287, 6.04336, -3.86801], [-2.89724, 7.05747, -5.29332]], "forces_ev_per_a": [[1.0, 0.8, 1.0], [-0.1, -0.3, 1.7], [-0.3, 0.6, 1.1], [0.8, 1.0, 0.9], [-1.9, -1.5, -1.2], [0.5, -0.2, 0.1], [0.8, -0.2, -0.3], [0.1, 0.1, -2.9], [-0.1, 0.2, -0.4], [-0.1, 0.2, 0.5], [0.1, -0.1, 0.1], [-0.3, -0.3, 0.3], [0.1, -0.7, 0.0], [0.2, 0.1, 0.1], [-0.5, 0.4, -0.7], [-0.1, -0.7, 1.3], [-0.6, 1.1, -0.7], [0.1, -0.4, -0.5], [-1.1, 0.0, -0.5], [-0.1, -0.4, 0.1], [0.0, -0.3, 0.3], [-0.2, 0.2, 0.1], [0.1, 0.2, -0.2], [0.0, 0.1, 0.1], [0.3, 0.0, 0.1], [-0.1, -0.1, 0.2], [0.2, 0.2, 0.0], [0.0, -0.1, -0.5], [0.7, -0.4, 0.0], [0.0, 0.2, 0.3], [0.3, 0.1, 0.0], [0.5, -0.1, 0.1], [0.1, 0.2, 0.2], [0.0, -0.1, 0.0], [0.2, 0.1, -0.2], [0.0, 0.3, -0.2], [0.4, -0.1, -0.2], [-0.1, 0.4, -0.5], [-0.2, -1.3, -0.3], [-0.5, 0.1, 0.8], [0.6, 0.4, -1.8], [0.3, 0.1, 1.1], [-0.3, 0.2, -0.4], [-0.3, -0.5, 0.1], [0.4, -0.1, 0.0], [-0.4, 0.2, 0.0], [0.0, 0.1, 0.3], [0.2, -0.2, 0.1], [0.0, -0.1, 0.4], [0.1, 0.6, 0.2], [0.0, 0.2, -0.2], [0.0, 0.0, -0.3], [-0.2, -0.3, 0.8], [0.1, 0.1, -0.3], [-0.3, 0.0, -0.2], [0.1, -0.2, 0.2], [0.4, 0.0, 0.1], [0.1, 0.2, -0.1], [-0.4, 0.0, -0.3], [0.1, 0.1, 0.3], [0.1, 0.5, -0.5], [0.0, -0.3, 0.3], [0.0, 0.8, -0.9], [0.1, -0.9, 0.4], [0.7, 0.1, -0.3], [-0.4, -0.1, 0.4], [0.3, -0.5, -0.4], [-0.2, 0.3, 0.1], [0.2, -1.0, 0.5], [0.0, -0.2, 0.1], [0.0, -0.1, 0.2], [0.0, 0.0, 0.1], [-0.1, 0.0, 0.3], [-0.2, -0.2, 0.1], [-0.1, 0.0, 0.3], [0.0, 0.2, -0.2], [0.0, 0.0, 0.1], [-0.2, 0.3, 0.0], [0.0, 0.0, -0.2], [0.2, 0.0, 0.1], [-0.1, 0.2, -0.1], [-0.2, 0.6, 0.1], [0.2, 0.4, -0.2], [-0.2, 0.0, -0.2], [-0.1, -0.1, 0.5], [-0.2, 0.1, 0.0], [-0.4, -0.3, 0.2], [0.2, -0.5, -0.6], [-1.1, 0.5, 0.1], [0.1, 0.1, 0.3], [-0.2, -1.7, -0.6], [0.4, 0.3, 0.1], [-0.6, 0.6, -0.2], [0.0, 0.0, -0.2], [0.1, 0.2, -0.1], [0.0, -0.1, 0.0], [0.2, 0.3, 0.1], [0.3, 0.0, -0.2], [-0.2, 0.1, 0.2], [0.1, 0.2, 0.1], [0.4, -0.2, -0.2], [0.1, -0.3, 0.1], [0.1, 0.2, -0.3], [0.0, 0.5, -0.1], [-0.2, 0.4, 0.5], [0.2, 0.0, -0.1], [-0.1, -0.3, 0.2], [0.4, -0.2, 0.1], [1.0, -1.5, -0.9], [-0.6, 0.2, -0.6], [0.7, 0.0, 0.3], [-0.1, 0.2, 0.4], [0.2, -0.3, 0.1], [-0.7, -0.1, -0.6], [0.8, -0.1, 0.0], [0.0, -0.5, -0.3], [-0.4, 0.0, 0.7], [-0.5, 0.3, 0.3], [0.0, 0.3, 0.4], [0.0, 0.6, 0.2], [-0.7, -0.1, -0.1], [0.2, 0.0, 0.0], [0.0, -0.1, 0.1], [0.0, 0.0, 0.0], [0.0, 0.2, -0.2], [0.0, -0.1, 0.3], [0.3, 0.3, 0.2], [-0.5, 0.1, 0.0], [-0.1, 0.0, 0.2], [-0.2, 0.1, -0.5], [0.4, 0.0, 0.0], [0.1, 0.3, -0.1]], "lowdin_charge": [0.700, 0.678, 0.818, 0.651, -0.451, -0.384, -0.349, -0.549, 0.086, 0.092, 0.101, 0.086, -0.085, -0.180, -0.245, -0.193, -0.108, -0.188, -0.199, -0.280, -0.048, 0.094, 0.096, 0.095, 0.139, 0.124, 0.126, 0.120, 0.126, 0.131, 0.132, 0.139, 0.142, 0.107, 0.100, 0.081, -0.079, -0.170, -0.245, -0.221, -0.036, -0.189, -0.259, -0.178, -0.104, 0.068, 0.098, 0.096, 0.133, 0.097, 0.099, 0.115, 0.103, 0.128, 0.125, 0.122, 0.099, 0.075, 0.090, 0.091, -0.118, -0.188, -0.209, -0.218, -0.047, -0.188, -0.218, -0.184, -0.103, 0.073, 0.095, 0.098, 0.135, 0.095, 0.116, 0.100, 0.115, 0.120, 0.112, 0.126, 0.095, 0.088, 0.055, 0.104, -0.079, -0.214, -0.210, -0.158, -0.128, -0.180, -0.195, -0.265, -0.059, 0.093, 0.093, 0.094, 0.124, 0.128, 0.117, 0.103, 0.105, 0.119, 0.131, 0.137, 0.135, 0.080, 0.081, 0.110, -0.060, -0.203, -0.229, -0.202, -0.029, -0.234, -0.220, -0.172, -0.109, 0.088, 0.051, 0.099, 0.113, 0.097, 0.095, 0.096, 0.108, 0.106, 0.122, 0.124, 0.126, 0.095, 0.070, 0.093]}